[1]
The following is a quantum chemistry calculation of C45H59AsN2O8P3Pt as an isolated structure, from the Open Molecules 2025 dataset.

Each line ends with the Löwdin charge.
Atoms and positions in Å:
Pt 1.38 -0.02 0.33  0.992
C 1.97 4.67 -3.79  -0.028
C 1.59 3.26 -3.41  -0.410
C 0.93 2.47 -4.52  -0.023
O 0.63 3.39 -2.30  -0.173
P 0.38 2.27 -1.24  0.469
O 1.32 1.12 -1.44  -0.383
C 0.59 3.12 0.35  -0.219
P 2.29 2.96 0.94  0.460
O 2.66 1.53 1.14  -0.354
O 3.11 3.69 -0.18  -0.181
C 4.54 3.46 -0.48  -0.383
C 4.77 2.07 -1.04  -0.033
C 5.38 3.75 0.74  -0.034
O 2.45 3.71 2.29  -0.157
C 2.00 5.03 2.74  -0.394
C 0.55 4.97 3.18  -0.037
C 2.28 6.10 1.71  -0.035
O -1.10 1.80 -1.37  -0.188
C -2.39 2.47 -1.16  -0.389
C -2.40 3.87 -1.74  -0.035
C -2.77 2.41 0.31  -0.028
H 2.73 4.64 -4.58  0.095
H 2.38 5.20 -2.94  0.081
H 1.11 5.22 -4.17  0.092
H 2.45 2.72 -3.02  0.115
H 0.05 2.99 -4.89  0.093
H 0.66 1.47 -4.18  0.070
H 1.63 2.37 -5.35  0.097
H -0.04 2.64 1.10  0.078
H 0.31 4.17 0.22  0.076
H 4.72 4.20 -1.25  0.143
H 4.70 1.30 -0.27  0.082
H 5.78 2.03 -1.47  0.097
H 4.06 1.83 -1.83  0.069
H 5.17 3.04 1.54  0.091
H 5.22 4.76 1.11  0.077
H 6.44 3.65 0.48  0.097
H 2.63 5.19 3.62  0.149
H -0.14 4.97 2.33  0.069
H 0.32 5.84 3.79  0.095
H 0.37 4.08 3.79  0.093
H 1.70 5.95 0.80  0.078
H 3.34 6.13 1.45  0.077
H 2.00 7.07 2.13  0.098
H -3.07 1.83 -1.73  0.148
H -1.72 4.53 -1.19  0.080
H -3.41 4.27 -1.66  0.098
H -2.10 3.87 -2.78  0.087
H -2.21 3.14 0.90  0.073
H -2.61 1.41 0.71  0.079
H -3.83 2.65 0.41  0.098
O 3.28 -1.97 0.71  -0.151
N 3.48 -1.89 1.93  -0.022
N 2.56 -1.31 2.63  -0.197
O 1.39 -0.77 2.18  -0.330
C 2.74 -1.18 4.04  -0.201
C 2.64 0.07 4.61  -0.010
C 2.82 0.20 5.98  -0.074
C 3.08 -0.92 6.76  -0.082
C 3.18 -2.17 6.17  -0.071
C 3.00 -2.31 4.80  -0.012
H 2.44 0.93 3.98  0.104
H 2.75 1.18 6.44  0.104
H 3.22 -0.81 7.82  0.105
H 3.39 -3.04 6.77  0.107
H 3.06 -3.28 4.31  0.116
C -1.55 -1.34 -0.78  -0.374
C -2.41 -2.48 -1.35  -0.397
As -3.17 -3.71 0.01  1.334
C -4.39 -4.65 -1.18  -0.413
C -4.62 -5.99 -0.89  -0.130
C -5.45 -6.77 -1.69  -0.082
C -6.06 -6.21 -2.80  -0.082
C -5.84 -4.87 -3.10  -0.081
C -5.01 -4.10 -2.30  -0.129
C -4.35 -2.36 0.82  -0.396
C -5.63 -2.05 0.37  -0.094
C -6.37 -1.05 0.99  -0.081
C -5.84 -0.35 2.06  -0.093
C -4.57 -0.66 2.53  -0.095
C -3.83 -1.67 1.91  -0.147
P 0.22 -1.68 -0.56  0.909
C 0.31 -3.28 0.28  -0.359
C 0.08 -3.34 1.65  -0.119
C 0.03 -4.56 2.30  -0.073
C 0.18 -5.73 1.57  -0.070
C 0.40 -5.68 0.20  -0.067
C 0.47 -4.46 -0.45  -0.086
C 0.90 -1.91 -2.22  -0.355
C 0.17 -1.61 -3.37  -0.089
C 0.77 -1.70 -4.62  -0.077
C 2.10 -2.09 -4.73  -0.070
C 2.83 -2.38 -3.58  -0.057
C 2.24 -2.28 -2.33  -0.084
H -1.93 -1.00 0.19  0.060
H -1.59 -0.46 -1.42  0.056
H -1.85 -3.09 -2.06  0.065
H -3.24 -2.04 -1.88  0.056
H -4.14 -6.44 -0.03  0.089
H -5.61 -7.81 -1.44  0.105
H -6.71 -6.81 -3.42  0.106
H -6.32 -4.43 -3.97  0.105
H -4.86 -3.06 -2.56  0.088
H -6.06 -2.59 -0.46  0.089
H -7.37 -0.82 0.64  0.105
H -6.42 0.43 2.55  0.103
H -4.16 -0.14 3.39  0.103
H -2.86 -1.93 2.31  0.089
H -0.04 -2.42 2.22  0.090
H -0.15 -4.60 3.36  0.110
H 0.14 -6.69 2.07  0.108
H 0.52 -6.59 -0.37  0.109
H 0.64 -4.42 -1.51  0.107
H -0.87 -1.31 -3.31  0.099
H 0.19 -1.48 -5.51  0.108
H 2.56 -2.16 -5.70  0.108
H 3.86 -2.68 -3.66  0.111
H 2.81 -2.49 -1.44  0.089

The gap between HOMO and LUMO comes out at 8.4 eV. The total energy is -5840.6703 Ha. The calculation puts the molar mass at 1118.90 g mol⁻¹. As for the HOMO energy: -10.18 eV. The strongest force on any atom comes out at 0.543 eV Å⁻¹. As for the total charge: +1.

=====

[2]
The following is a quantum chemistry calculation of C45H59N5O3PTi as an isolated structure at a distorted geometry, from the Open Molecules 2025 dataset.

Each line ends with the Löwdin charge.
Atoms and positions in Å:
Ti 0.14 0.88 -0.16  0.935
C -3.04 -0.14 -1.40  -0.169
N -1.91 0.80 -1.35  -0.057
C -2.01 1.87 -2.08  -0.091
C -1.04 2.88 -1.93  -0.304
C -0.92 4.15 -2.51  -0.042
C 0.16 4.76 -1.89  -0.083
C 0.67 3.83 -0.97  -0.160
N -0.04 2.69 -0.99  -0.051
C -4.41 0.50 -1.43  -0.214
C -4.78 1.42 -0.45  -0.030
C -6.04 2.00 -0.46  -0.081
C -6.96 1.66 -1.44  -0.103
C -6.61 0.72 -2.40  -0.092
C -5.35 0.15 -2.40  -0.044
H -2.99 -0.75 -0.50  0.090
H -2.95 -0.80 -2.27  0.120
H -2.84 2.03 -2.76  0.144
H -1.56 4.56 -3.28  0.096
H 0.55 5.75 -2.06  0.089
H 1.51 3.97 -0.31  0.114
H -4.08 1.67 0.34  0.104
H -6.31 2.72 0.31  0.100
H -7.94 2.12 -1.45  0.095
H -7.33 0.43 -3.16  0.098
H -5.08 -0.57 -3.16  0.109
C 3.32 -1.06 4.13  -0.112
C 2.29 -0.32 3.28  -0.514
C 1.03 -0.10 4.14  -0.126
P 1.65 -1.03 1.66  1.132
C 1.57 -2.88 2.14  -0.499
C 2.82 -3.75 2.02  -0.124
C 0.43 -3.58 1.40  -0.132
C 3.05 -0.92 0.48  -0.260
C 4.31 -1.42 0.83  -0.087
C 5.38 -1.50 -0.05  -0.293
C 6.73 -2.01 0.39  -0.064
C 5.16 -1.09 -1.36  -0.055
C 3.96 -0.54 -1.72  -0.032
C 2.88 -0.35 -0.81  -0.288
N 1.77 0.36 -1.23  -0.080
C 1.99 1.22 -2.34  -0.252
C 2.90 2.29 -2.25  -0.216
C 3.72 2.53 -1.01  -0.026
C 3.07 3.14 -3.34  -0.022
C 2.38 2.95 -4.53  -0.284
C 2.57 3.89 -5.69  -0.062
C 1.52 1.87 -4.62  -0.021
C 1.32 1.00 -3.55  -0.204
C 0.43 -0.20 -3.72  -0.033
H 3.45 -0.51 5.07  0.077
H 4.30 -1.12 3.66  0.058
H 2.99 -2.07 4.39  0.063
H 2.70 0.65 3.01  0.085
H 0.69 -1.03 4.59  0.075
H 0.22 0.29 3.52  0.031
H 1.23 0.62 4.94  0.084
H 1.28 -2.84 3.20  0.091
H 3.24 -3.70 1.02  0.074
H 2.55 -4.80 2.22  0.074
H 3.60 -3.48 2.74  0.055
H 0.67 -3.70 0.34  0.074
H 0.27 -4.58 1.80  0.079
H -0.50 -3.03 1.50  0.042
H 4.47 -1.77 1.83  0.068
H 6.69 -2.40 1.41  0.069
H 7.48 -1.21 0.37  0.073
H 7.08 -2.81 -0.26  0.071
H 5.94 -1.20 -2.10  0.109
H 3.82 -0.22 -2.75  0.116
H 4.66 1.97 -1.06  0.085
H 3.19 2.20 -0.12  0.067
H 3.96 3.59 -0.91  0.082
H 3.76 3.97 -3.26  0.118
H 2.21 4.89 -5.44  0.074
H 2.04 3.55 -6.57  0.067
H 3.63 3.98 -5.94  0.072
H 0.99 1.68 -5.55  0.108
H 0.14 -0.32 -4.77  0.074
H -0.47 -0.10 -3.12  0.041
H 0.96 -1.11 -3.41  0.083
N -1.43 1.52 1.31  -0.024
C -1.27 2.42 2.45  -0.210
C -0.09 3.37 2.22  -0.085
C 1.23 2.61 2.04  -0.611
O 2.20 2.94 2.72  0.045
O 1.24 1.64 1.19  -0.233
H -2.03 1.96 0.61  0.057
H -1.83 0.60 1.56  0.055
H -1.10 1.83 3.35  0.101
H -2.17 3.02 2.62  0.113
H 0.04 4.04 3.07  0.116
H -0.28 3.96 1.33  0.100
N -0.35 -1.21 -0.60  -0.005
H -0.95 -1.38 0.22  0.000
H 0.47 -1.80 -0.54  0.022
H -0.88 -1.49 -1.42  0.048
C -3.10 -1.47 3.74  -0.042
C -2.91 -1.90 2.31  -0.427
O -2.14 -1.17 1.56  -0.191
C -3.55 -3.07 1.83  -0.195
C -3.32 -3.54 0.50  -0.057
C -3.97 -4.65 0.01  -0.125
C -4.88 -5.37 0.79  -0.141
C -5.11 -4.93 2.10  -0.133
C -4.47 -3.82 2.61  -0.064
H -2.41 -0.65 3.96  0.059
H -2.90 -2.29 4.44  0.072
H -4.12 -1.12 3.92  0.075
H -2.61 -3.02 -0.12  0.081
H -3.76 -4.99 -1.00  0.090
H -5.39 -6.24 0.40  0.077
H -5.80 -5.48 2.73  0.088
H -4.68 -3.52 3.63  0.087

The gap between HOMO and LUMO (alpha / beta) comes out at 4.9 / 6.9 eV. The total energy is -3440.6830 Ha. The calculation puts the molar mass at 796.84 g mol⁻¹. The spin multiplicity is 3. As for the HOMO energy (alpha / beta): -2.49 / -4.53 eV. The strongest force on any atom comes out at 2.321 eV Å⁻¹. As for the total charge: -1.

=====

[3]
The following is a quantum chemistry calculation of C45H60BN6O5PS5Tl as an isolated structure at a distorted geometry, from the Open Molecules 2025 dataset.

Each line ends with the Löwdin charge.
Atoms and positions in Å:
Tl -2.02 -0.08 0.60  0.593
C 2.42 1.59 3.18  -0.060
C 2.37 0.52 2.13  -0.284
C 3.15 -0.57 2.19  0.054
C 3.03 -1.62 1.21  -0.208
N 2.21 -1.53 0.23  0.201
N 1.46 -0.39 0.11  0.058
B 0.77 -0.37 -1.18  -0.558
N 0.75 -1.63 -1.97  0.020
N 1.81 -1.58 -2.82  0.199
C 2.01 -2.58 -3.61  -0.210
C 1.08 -3.67 -3.65  0.061
C 0.03 -3.72 -2.81  -0.239
C -0.99 -4.82 -2.84  -0.061
C -0.12 -2.66 -1.84  -0.641
S -1.26 -2.71 -0.62  0.725
C 3.26 -2.57 -4.47  -0.547
C 4.11 -3.80 -4.10  -0.034
C 4.07 -1.30 -4.24  -0.060
C 2.87 -2.66 -5.96  -0.040
N 0.70 0.90 -1.95  -0.013
N 1.92 1.49 -1.99  0.187
C 2.07 2.54 -2.72  -0.204
C 0.95 3.11 -3.41  0.065
C -0.28 2.55 -3.32  -0.229
C -1.50 3.15 -3.95  -0.051
C -0.41 1.34 -2.54  -0.639
S -1.85 0.51 -2.36  0.801
C 3.46 3.18 -2.81  -0.546
C 3.91 3.13 -4.28  -0.037
C 3.36 4.64 -2.33  -0.040
C 4.47 2.43 -1.95  -0.052
C 1.44 0.64 1.03  -0.669
S 0.38 1.91 0.90  0.776
C 3.89 -2.88 1.30  -0.542
C 3.69 -3.77 0.08  -0.053
C 5.37 -2.47 1.39  -0.042
C 3.48 -3.64 2.57  -0.032
H 3.14 1.33 3.96  0.085
H 1.43 1.72 3.62  0.075
H 2.70 2.55 2.73  0.083
H 3.85 -0.69 3.01  0.126
H 1.21 -4.46 -4.39  0.124
H -0.81 -5.47 -3.69  0.083
H -1.99 -4.39 -2.91  0.086
H -0.96 -5.40 -1.92  0.085
H 4.36 -3.80 -3.03  0.074
H 5.04 -3.79 -4.67  0.091
H 3.59 -4.73 -4.33  0.084
H 4.36 -1.21 -3.19  0.079
H 3.49 -0.41 -4.50  0.074
H 4.97 -1.33 -4.86  0.090
H 2.32 -3.58 -6.18  0.079
H 3.77 -2.65 -6.57  0.089
H 2.24 -1.81 -6.25  0.094
H 1.08 4.02 -3.99  0.124
H -1.26 4.09 -4.44  0.086
H -2.26 3.32 -3.18  0.070
H -1.93 2.46 -4.68  0.088
H 3.20 3.64 -4.95  0.082
H 4.00 2.09 -4.61  0.078
H 4.88 3.62 -4.39  0.092
H 2.74 5.25 -3.00  0.080
H 4.36 5.09 -2.31  0.089
H 2.94 4.68 -1.32  0.094
H 4.56 1.39 -2.27  0.073
H 4.16 2.43 -0.90  0.083
H 5.45 2.92 -2.02  0.089
H 3.95 -3.23 -0.84  0.065
H 2.64 -4.08 -0.01  0.087
H 4.32 -4.65 0.16  0.090
H 5.65 -1.81 0.56  0.093
H 6.00 -3.36 1.35  0.088
H 5.60 -1.95 2.33  0.078
H 2.42 -3.92 2.53  0.092
H 3.63 -3.04 3.47  0.083
H 4.08 -4.56 2.67  0.089
O -3.65 1.25 1.99  -0.163
C -4.67 1.89 1.21  -0.274
C -5.13 0.83 -0.06  -0.516
O -6.25 0.99 -0.55  0.038
O -4.19 0.01 -0.32  -0.181
C -4.01 3.05 0.50  -0.128
C -4.68 3.76 -0.50  -0.006
C -4.05 4.79 -1.18  -0.079
C -2.74 5.15 -0.87  -0.109
C -2.07 4.46 0.12  -0.093
C -2.70 3.42 0.81  -0.058
C -5.86 2.29 2.07  -0.110
C -5.70 2.30 3.46  -0.019
C -6.74 2.66 4.31  -0.085
C -7.97 3.03 3.79  -0.100
C -8.14 3.04 2.41  -0.076
C -7.10 2.68 1.56  -0.024
H -4.01 0.46 2.42  0.035
H -5.70 3.48 -0.76  0.110
H -4.59 5.33 -1.96  0.104
H -2.25 5.96 -1.40  0.100
H -1.05 4.74 0.39  0.094
H -2.19 2.92 1.62  0.078
H -4.74 2.04 3.88  0.100
H -6.58 2.65 5.38  0.099
H -8.79 3.29 4.45  0.098
H -9.10 3.33 1.99  0.102
H -7.28 2.67 0.50  0.094
C -1.96 -5.11 5.44  -0.077
C -1.70 -4.15 4.30  -0.312
O -2.26 -2.87 4.66  -0.340
P -2.28 -1.69 3.57  -0.162
S -3.52 -2.14 2.10  0.352
S -0.42 -1.21 3.09  0.331
O -2.98 -0.52 4.40  -0.349
C -2.26 0.41 5.25  -0.279
C -1.68 -0.25 6.49  -0.080
H -1.43 -6.05 5.26  0.078
H -3.03 -5.31 5.54  0.081
H -1.60 -4.68 6.38  0.079
H -2.17 -4.51 3.38  0.100
H -0.63 -4.03 4.12  0.091
H -3.01 1.15 5.51  0.110
H -1.48 0.89 4.65  0.083
H -2.39 -0.98 6.88  0.082
H -1.49 0.51 7.26  0.077
H -0.75 -0.76 6.26  0.061

The gap between HOMO and LUMO (alpha / beta) comes out at 5.8 / 5.4 eV. The total energy is -4985.2969 Ha. The calculation puts the molar mass at 1171.52 g mol⁻¹. The spin multiplicity is 2. As for the HOMO energy (alpha / beta): -7.07 / -7.74 eV. The strongest force on any atom comes out at 1.966 eV Å⁻¹.

=====

[4]
The following is a quantum chemistry calculation of C45H60BN7P2Ti as an isolated structure, from the Open Molecules 2025 dataset.

Each line ends with the Löwdin charge.
Atoms and positions in Å:
Ti -0.24 -0.16 0.05  0.770
C -3.57 2.56 2.37  -0.113
C -3.13 3.62 1.35  -0.704
C -4.18 3.64 0.24  -0.109
C -3.10 4.98 2.05  -0.104
P -1.52 2.92 0.64  1.165
C -0.36 3.44 2.00  -0.319
N 0.76 2.53 2.13  -0.027
B 0.94 1.19 1.56  -0.422
N 2.21 0.79 2.15  -0.050
C 2.85 -0.48 1.94  -0.304
P 1.60 -1.84 1.84  1.151
C 1.30 -2.27 3.66  -0.694
C 2.47 -2.83 4.46  -0.106
C 0.13 -3.25 3.72  -0.112
C 0.85 -0.96 4.34  -0.096
C 2.72 -3.18 1.08  -0.676
C 2.74 -2.90 -0.43  -0.090
C 2.12 -4.56 1.29  -0.105
C 4.17 -3.17 1.57  -0.102
C 2.73 1.77 2.95  -0.192
C 3.90 1.84 3.70  -0.035
C 4.15 2.99 4.46  -0.139
C 3.25 4.05 4.46  -0.139
C 2.07 3.99 3.70  -0.034
C 1.82 2.86 2.95  -0.182
C -0.94 4.06 -0.76  -0.693
C 0.56 3.77 -0.92  -0.096
C -1.14 5.56 -0.56  -0.109
C -1.63 3.61 -2.05  -0.108
H -4.57 2.81 2.75  0.079
H -2.89 2.50 3.23  0.075
H -3.61 1.56 1.92  0.055
H -5.18 3.75 0.68  0.078
H -4.16 2.70 -0.33  0.080
H -4.02 4.47 -0.45  0.057
H -4.04 5.14 2.58  0.076
H -2.98 5.80 1.34  0.054
H -2.29 5.05 2.78  0.065
H -0.92 3.46 2.94  0.081
H 0.01 4.46 1.83  0.078
H 3.59 -0.68 2.72  0.079
H 3.38 -0.50 0.97  0.076
H 2.78 -3.82 4.12  0.058
H 2.18 -2.92 5.52  0.079
H 3.34 -2.16 4.43  0.070
H 0.39 -4.23 3.31  0.058
H -0.73 -2.87 3.15  0.061
H -0.18 -3.39 4.76  0.079
H 1.69 -0.28 4.49  0.078
H 0.42 -1.20 5.32  0.083
H 0.10 -0.44 3.75  0.064
H 1.76 -3.02 -0.89  0.063
H 3.44 -3.60 -0.90  0.088
H 3.07 -1.88 -0.67  0.066
H 1.07 -4.59 1.02  0.055
H 2.23 -4.91 2.33  0.058
H 2.65 -5.28 0.65  0.083
H 4.69 -2.25 1.29  0.075
H 4.70 -4.00 1.08  0.080
H 4.26 -3.31 2.65  0.053
H 4.61 1.02 3.69  0.094
H 5.06 3.05 5.04  0.081
H 3.46 4.93 5.05  0.081
H 1.37 4.82 3.71  0.094
H 1.15 4.16 -0.08  0.078
H 0.91 4.26 -1.84  0.086
H 0.76 2.70 -1.01  0.057
H -0.76 5.91 0.40  0.066
H -2.19 5.84 -0.65  0.057
H -0.59 6.09 -1.35  0.077
H -1.51 2.53 -2.19  0.054
H -1.18 4.14 -2.90  0.079
H -2.70 3.84 -2.04  0.055
N -0.96 -4.44 -1.42  0.071
C -0.87 -3.46 -0.40  -0.216
N -0.51 -2.27 -0.66  0.006
C -0.34 -1.84 -1.97  -0.324
N -0.14 -0.43 -2.00  -0.127
N -1.28 0.40 -1.49  -0.135
C -2.57 -0.18 -1.45  -0.190
C -3.11 -0.55 -0.26  -0.322
C -4.48 -0.98 -0.08  -0.075
C -4.94 -1.36 1.13  -0.147
C -4.07 -1.33 2.27  -0.152
C -2.78 -0.92 2.05  -0.232
N -2.27 -0.52 0.88  -0.033
C -0.80 -2.62 -3.04  -0.126
C -0.96 -2.19 -4.37  -0.062
C -1.38 -3.06 -5.37  -0.159
C -1.70 -4.38 -5.09  -0.171
C -1.58 -4.81 -3.75  -0.089
C -1.15 -3.98 -2.76  -0.204
H -1.59 -5.20 -1.17  0.109
H -1.04 -3.79 0.62  0.109
H -3.15 -0.29 -2.37  0.091
H -5.13 -0.99 -0.95  0.093
H -5.97 -1.68 1.25  0.080
H -4.40 -1.62 3.26  0.060
H -2.08 -0.89 2.89  0.087
H -0.73 -1.15 -4.60  0.095
H -1.48 -2.69 -6.39  0.080
H -2.03 -5.06 -5.87  0.064
H -1.83 -5.85 -3.49  0.090
C 1.08 0.10 -1.28  -0.256
C 2.27 0.32 -2.00  -0.269
C 2.49 -0.12 -3.32  -0.042
C 3.72 0.04 -3.94  -0.131
C 4.78 0.66 -3.29  -0.159
C 4.58 1.12 -1.98  -0.131
C 3.36 0.95 -1.35  -0.077
H 1.68 -0.62 -3.84  0.091
H 3.85 -0.32 -4.96  0.085
H 5.74 0.79 -3.78  0.069
H 5.39 1.61 -1.45  0.085
H 3.21 1.31 -0.34  0.093

The gap between HOMO and LUMO comes out at 4.0 eV. The total energy is -3691.0488 Ha. The calculation puts the molar mass at 819.65 g mol⁻¹. As for the HOMO energy: 0.25 eV. The strongest force on any atom comes out at 0.366 eV Å⁻¹. As for the total charge: -2.